Entry 1:
Computed, not measured: a 6-piece molecular cluster, C7H25NO5 overall, with ωB97M-V with the def2-TZVPD basis set.

Geometry as ORCA input:
```
! wB97M-V def2-TZVPD RIJCOSX def2/J DEFGRID3
* xyz 1 2
C 1.998 0.215 -2.645
C 1.150 -0.302 -1.418
N 0.361 0.728 -0.645
C 1.251 1.926 -0.386
C 0.291 3.096 -0.127
C -0.969 2.749 -0.894
C -0.805 1.262 -1.346
C -1.922 0.524 -0.530
H 2.645 0.999 -2.247
H 1.349 0.685 -3.388
H 2.629 -0.598 -3.038
H 0.414 -1.030 -1.815
H 1.872 -0.717 -0.711
H 1.734 2.188 -1.380
H 1.974 1.681 0.381
H -0.020 3.160 0.906
H 0.831 3.982 -0.367
H -1.896 2.953 -0.298
H -1.123 3.351 -1.833
H -0.999 1.132 -2.385
H -1.477 0.273 0.458
H -2.415 -0.287 -1.143
H -2.810 1.064 -0.217
H -0.030 -2.890 2.346
H -0.585 -1.651 3.154
O -0.471 -2.041 2.248
H 1.269 -1.729 2.063
H 1.681 -1.086 0.761
O 2.049 -1.569 1.508
H 0.787 0.338 2.740
H 2.212 0.899 3.016
O 1.411 0.566 3.440
H -0.485 -2.521 -1.958
H -1.497 -2.762 -3.055
O -0.983 -3.211 -2.367
H -3.003 -1.263 1.262
H -2.168 -2.288 1.872
O -3.158 -1.981 1.889
*
```

The calculation puts the orbital gap (alpha / beta) at 10.659 / 5.489 eV. The calculation puts the highest occupied orbital energy (alpha / beta) at -13.58 / -13.58 eV. The total energy is -19381.4312 eV.



Entry 2:
Computed, not measured: C7H27BN7NiO4 as an isolated structure, with ωB97M-V with the def2-TZVPD basis set.

Geometry as ORCA input:
```
! wB97M-V def2-TZVPD RIJCOSX def2/J DEFGRID3
* xyz 1 3
Ni -0.569 -0.811 -0.026
B -2.308 -3.318 -0.643
H -3.114 -2.631 -0.850
H -2.081 -3.165 0.401
H -2.659 -4.334 -0.733
H -1.384 -3.291 -1.198
C 2.498 3.393 -2.225
C 1.546 2.129 -2.231
C 1.668 1.117 -3.390
O 0.579 0.170 -3.245
C 0.179 -0.659 -4.410
N 1.755 1.399 -0.955
H 2.152 3.923 -1.337
H 2.237 3.963 -3.117
H 3.583 3.295 -2.227
H 0.507 2.453 -2.288
H 2.612 0.582 -3.497
H 1.578 1.780 -4.251
H 0.876 -1.492 -4.498
H 0.332 -0.224 -5.397
H -0.883 -0.881 -4.520
H 2.696 1.045 -0.855
H 1.807 2.161 -0.294
C -0.612 -0.026 4.777
O -0.969 -0.103 3.620
N -0.640 1.081 5.412
N -0.528 -1.029 5.634
H -0.724 1.990 4.980
H -0.353 1.049 6.380
H -0.214 -0.708 6.538
H -0.730 -1.962 5.304
C 3.358 -3.494 2.126
O 2.396 -3.020 1.542
N 4.540 -3.423 1.572
N 3.411 -4.231 3.232
H 4.710 -3.241 0.593
H 5.370 -3.407 2.147
H 4.335 -4.619 3.356
H 2.575 -4.485 3.739
C -4.552 2.571 -1.002
O -3.638 1.928 -0.562
N -4.668 2.973 -2.197
N -5.568 2.925 -0.246
H -3.843 2.854 -2.767
H -5.478 3.496 -2.495
H -5.547 2.701 0.739
H -6.236 3.574 -0.636
*
```

The calculation puts the orbital gap (alpha / beta) at 7.878 / 4.406 eV. The calculation puts the highest occupied orbital energy (alpha / beta) at -11.93 / -11.93 eV. The total energy is -68023.1325 eV.



Entry 3:
Computed, not measured: a 6-piece molecular cluster, C7H27O6 overall, with ωB97M-V with the def2-TZVPD basis set.

Geometry as ORCA input:
```
! wB97M-V def2-TZVPD RIJCOSX def2/J DEFGRID3
* xyz 1 1
O 0.634 0.009 -0.206
H 0.414 -0.873 0.211
H 0.151 0.744 0.315
H 0.403 0.017 -1.174
C -0.813 1.595 3.944
C 0.366 1.565 2.961
C 1.167 0.284 3.015
O -0.143 1.722 1.617
H -1.241 2.595 4.027
H -0.486 1.270 4.930
H -1.601 0.931 3.580
H 0.972 2.445 3.204
H 1.494 0.073 4.031
H 2.078 0.385 2.419
H 0.610 -0.563 2.612
H -0.772 2.453 1.625
C 0.819 -1.098 -3.647
O -0.184 -0.568 -2.776
H 0.613 -2.146 -3.864
H 0.940 -0.483 -4.542
H 1.800 -1.024 -3.170
H -1.003 -0.488 -3.273
C 0.694 2.730 -2.207
O -0.483 2.174 -1.631
H 1.480 2.702 -1.450
H 1.038 2.108 -3.045
H 0.576 3.731 -2.619
H -1.250 2.695 -1.881
C -2.726 -1.077 -0.643
O -1.941 -0.932 0.527
H -3.696 -1.515 -0.397
H -2.877 -0.128 -1.166
H -2.270 -1.754 -1.363
H -2.476 -0.523 1.212
C 1.615 -3.245 -0.329
O 0.616 -2.612 0.470
H 1.801 -4.273 -0.016
H 1.367 -3.209 -1.393
H 2.550 -2.704 -0.182
H -0.238 -3.014 0.272
*
```

The calculation puts the orbital gap at 11.323 eV. The calculation puts the highest occupied orbital energy at -13.69 eV. The total energy is -19974.5735 eV.



Entry 4:
Computed, not measured: a 8-piece molecular cluster, C7H28ClN14O11 overall, with ωB97M-V with the def2-TZVPD basis set.

Geometry as ORCA input:
```
! wB97M-V def2-TZVPD RIJCOSX def2/J DEFGRID3
* xyz -1 1
Cl 33.947 -10.117 16.519
O 34.172 -10.429 17.924
O 35.174 -9.640 15.860
O 33.354 -11.267 15.916
O 33.022 -9.032 16.443
C 30.648 -11.077 13.160
O 29.720 -11.222 12.378
N 31.747 -11.853 13.303
N 30.805 -9.971 13.952
H 32.415 -11.622 14.023
H 31.638 -12.752 12.861
H 30.944 -10.268 14.906
H 30.044 -9.387 13.623
C 29.225 -10.681 17.428
O 29.121 -11.030 16.268
N 30.379 -10.078 17.822
N 28.189 -10.760 18.314
H 30.374 -9.634 18.724
H 31.030 -9.856 17.084
H 28.321 -10.547 19.289
H 27.218 -10.875 18.094
C 38.296 -11.514 18.327
O 39.212 -12.203 18.735
N 38.456 -10.202 18.079
N 37.012 -11.894 18.054
H 37.811 -9.583 17.619
H 39.194 -9.743 18.587
H 36.432 -11.136 17.734
H 36.835 -12.884 18.024
C 36.028 -13.354 14.930
O 35.720 -13.671 16.063
N 35.968 -12.115 14.423
N 36.168 -14.261 13.890
H 36.204 -12.015 13.455
H 35.513 -11.387 14.951
H 36.830 -13.933 13.208
H 36.014 -15.234 14.090
C 32.924 -13.357 19.672
O 32.221 -14.328 19.953
N 33.479 -13.206 18.453
N 33.284 -12.345 20.483
H 34.053 -12.389 18.319
H 33.417 -13.882 17.714
H 34.039 -11.704 20.322
H 32.903 -12.402 21.413
C 30.365 -6.334 14.187
O 29.358 -6.628 14.823
N 30.350 -6.204 12.866
N 31.676 -6.254 14.656
H 29.477 -6.555 12.498
H 31.162 -6.221 12.277
H 31.984 -6.760 15.467
H 32.232 -5.728 14.008
C 36.003 -6.617 17.687
O 36.589 -5.654 18.153
N 35.783 -7.866 18.311
N 35.104 -6.522 16.687
H 36.048 -7.963 19.276
H 35.246 -8.601 17.877
H 34.864 -5.565 16.485
H 34.758 -7.375 16.289
*
```

The calculation puts the orbital gap at 9.412 eV. The calculation puts the highest occupied orbital energy at -7.01 eV. The total energy is -63621.0762 eV.



Entry 5:
Computed, not measured: C7H28N14NaO11S as an isolated structure, with ωB97M-V with the def2-TZVPD basis set.

Geometry as ORCA input:
```
! wB97M-V def2-TZVPD RIJCOSX def2/J DEFGRID3
* xyz -1 1
Na 3.140 -0.174 -1.388
S 0.572 0.523 0.294
O 0.818 1.515 -0.761
O 1.899 -0.029 0.673
O -0.010 1.158 1.487
O -0.274 -0.595 -0.155
C 1.455 -2.943 -2.476
O 2.448 -2.278 -2.130
N 0.214 -2.615 -2.075
N 1.516 -3.906 -3.419
H -0.582 -3.100 -2.449
H 0.054 -1.888 -1.385
H 2.399 -4.211 -3.780
H 0.651 -4.340 -3.684
C -2.823 3.285 0.509
O -3.942 3.798 0.402
N -1.846 3.447 -0.410
N -2.513 2.441 1.522
H -1.008 2.942 -0.168
H -1.952 3.933 -1.275
H -1.592 2.029 1.640
H -3.227 2.400 2.226
C 1.765 1.744 -4.170
O 2.642 1.046 -3.642
N 0.710 2.241 -3.528
N 1.858 2.138 -5.468
H 0.047 2.849 -3.968
H 0.658 2.055 -2.528
H 2.589 1.759 -6.042
H 1.255 2.817 -5.892
C -3.059 0.608 -2.546
O -4.191 0.949 -2.849
N -2.768 0.117 -1.288
N -1.969 0.518 -3.343
H -3.536 0.161 -0.640
H -1.819 -0.043 -0.959
H -1.135 0.186 -2.896
H -1.993 0.833 -4.293
C 2.627 1.171 4.334
O 2.964 1.432 5.492
N 3.484 0.639 3.432
N 1.371 1.316 3.854
H 3.192 0.358 2.511
H 4.459 0.607 3.670
H 0.688 1.390 4.588
H 1.174 0.972 2.906
C -2.376 -1.070 3.194
O -2.848 -1.837 4.030
N -1.522 -0.093 3.538
N -2.637 -1.172 1.850
H -0.860 0.288 2.829
H -1.158 0.017 4.465
H -3.139 -1.938 1.447
H -2.093 -0.558 1.280
C 1.278 -3.287 2.551
O 1.197 -4.222 3.339
N 0.429 -3.171 1.497
N 2.240 -2.331 2.525
H -0.383 -3.762 1.490
H 0.350 -2.352 0.923
H 2.904 -2.198 3.266
H 2.207 -1.568 1.845
*
```

The calculation puts the orbital gap at 8.079 eV. The calculation puts the highest occupied orbital energy at -6.77 eV. The total energy is -66363.0925 eV.



Entry 6:
Computed, not measured: a 8-piece molecular cluster, C7H28N15O10 overall, with ωB97M-V with the def2-TZVPD basis set.

Geometry as ORCA input:
```
! wB97M-V def2-TZVPD RIJCOSX def2/J DEFGRID3
* xyz 0 2
N 0.289 0.506 0.069
O -0.268 0.996 -0.872
O -0.065 -0.589 0.465
O 1.190 1.044 0.695
C -0.949 -3.334 3.154
O -1.764 -3.667 2.296
N -0.528 -4.046 4.187
N -0.212 -2.275 3.050
H -1.033 -4.896 4.394
H 0.308 -3.821 4.708
H 0.463 -2.115 3.784
H -0.377 -1.702 2.235
C -2.416 -1.685 -2.439
O -3.126 -2.221 -3.196
N -2.724 -0.923 -1.461
N -1.133 -1.818 -2.427
H -3.671 -0.750 -1.154
H -1.950 -0.437 -1.031
H -0.556 -1.174 -1.905
H -0.836 -2.505 -3.105
C -0.107 1.793 -4.384
O 0.064 1.817 -5.612
N 0.772 2.107 -3.543
N -1.076 1.120 -3.801
H 0.593 1.967 -2.559
H 1.708 2.170 -3.918
H -1.060 0.930 -2.810
H -1.753 0.598 -4.339
C 4.303 0.986 2.365
O 5.292 1.026 3.069
N 3.781 1.998 1.723
N 3.746 -0.190 2.111
H 4.307 2.859 1.670
H 2.930 1.834 1.203
H 4.115 -1.046 2.499
H 2.901 -0.134 1.560
C 1.619 -3.933 0.022
O 2.451 -3.408 0.761
N 0.436 -3.434 -0.148
N 1.955 -4.924 -0.782
H -0.184 -3.921 -0.780
H 0.194 -2.590 0.351
H 1.298 -5.323 -1.437
H 2.868 -5.345 -0.690
C -2.320 4.399 -2.070
O -1.637 5.348 -2.002
N -3.365 4.242 -2.846
N -2.057 3.248 -1.584
H -3.769 3.346 -3.080
H -3.447 4.964 -3.547
H -1.211 3.154 -1.040
H -2.688 2.503 -1.843
C -0.349 2.445 3.353
O -0.929 3.042 4.290
N 0.872 2.002 3.486
N -0.932 2.276 2.189
H 1.437 1.809 4.301
H 1.169 1.510 2.655
H -0.690 1.546 1.534
H -1.879 2.625 2.229
*
```

The calculation puts the orbital gap (alpha / beta) at 8.317 / 2.467 eV. The calculation puts the highest occupied orbital energy (alpha / beta) at -9.24 / -9.24 eV. The total energy is -50536.4225 eV.



Entry 7:
Computed, not measured: a 7-piece molecular cluster, C7H28O7 overall, with ωB97M-V with the def2-TZVPD basis set.

Geometry as ORCA input:
```
! wB97M-V def2-TZVPD RIJCOSX def2/J DEFGRID3
* xyz 0 1
C -5.724 17.390 9.256
O -5.112 17.134 10.468
H -5.357 18.271 8.730
H -5.484 16.604 8.540
H -6.806 17.419 9.383
H -4.169 17.290 10.386
C -7.733 18.105 12.816
O -9.096 18.122 13.205
H -7.191 19.050 12.768
H -7.131 17.513 13.506
H -7.630 17.682 11.817
H -9.522 18.733 12.601
C -9.095 10.351 12.559
O -9.066 10.687 13.948
H -8.339 9.607 12.308
H -10.055 9.974 12.204
H -8.861 11.245 11.982
H -8.372 11.338 14.075
C -5.526 11.617 10.764
O -5.255 12.399 11.939
H -6.530 11.643 10.341
H -4.848 11.869 9.949
H -5.410 10.568 11.039
H -5.514 13.293 11.704
C -7.581 14.406 10.622
O -6.402 14.765 11.351
H -7.989 13.546 11.152
H -8.363 15.163 10.667
H -7.273 14.198 9.597
H -6.141 15.642 11.058
C -10.859 13.225 8.469
O -10.582 14.303 9.359
H -9.973 12.751 8.047
H -11.434 12.434 8.952
H -11.418 13.523 7.583
H -10.100 14.986 8.887
C -8.567 15.832 6.934
O -9.482 16.472 7.821
H -8.640 14.747 7.020
H -8.824 16.094 5.907
H -7.547 16.112 7.197
H -9.912 17.180 7.337
*
```

The calculation puts the orbital gap at 9.928 eV. The SMILES is CO.CO.CO.CO.CO.CO.CO. The calculation puts the highest occupied orbital energy at -9.72 eV. The total energy is -22042.0963 eV.



Entry 8:
Computed, not measured: C7H30B3N12O10P as an isolated structure, with ωB97M-V with the def2-TZVPD basis set.

Geometry as ORCA input:
```
! wB97M-V def2-TZVPD RIJCOSX def2/J DEFGRID3
* xyz 0 1
C -2.230 4.964 4.119
P -3.246 3.467 3.827
O -3.615 2.980 5.373
B -1.895 2.260 3.176
O -0.600 2.705 2.908
B 0.211 2.055 3.829
O 0.091 0.696 3.869
B -0.941 0.196 3.117
O -2.115 0.923 2.956
H -1.461 4.741 4.854
H -2.850 5.760 4.510
H -1.751 5.252 3.192
H -2.788 2.859 5.876
H 0.904 2.667 4.564
H -0.891 -0.860 2.591
C -2.504 -0.263 -1.427
O -2.843 -0.757 -2.487
N -1.399 0.542 -1.317
N -3.187 -0.462 -0.260
H -1.096 0.942 -0.450
H -0.862 0.706 -2.148
H -4.009 -1.049 -0.293
H -2.912 -0.061 0.618
C 0.564 -2.908 0.388
O 0.703 -1.716 0.592
N 0.940 -3.850 1.309
N 0.029 -3.401 -0.771
H 0.829 -4.837 1.173
H 1.337 -3.518 2.168
H -0.262 -2.741 -1.474
H -0.106 -4.379 -0.946
C -6.802 -0.321 0.298
O -6.357 -1.374 -0.126
N -6.280 0.887 -0.063
N -7.856 -0.274 1.170
H -6.621 1.767 0.274
H -5.504 0.874 -0.702
H -8.256 -1.149 1.452
H -8.238 0.578 1.533
C 2.027 -3.741 -3.940
O 0.885 -3.364 -4.138
N 2.975 -3.770 -4.926
N 2.445 -4.161 -2.706
H 3.921 -4.070 -4.782
H 2.698 -3.469 -5.842
H 1.760 -4.143 -1.971
H 3.375 -4.478 -2.509
C 3.852 2.343 2.363
O 3.717 2.236 3.568
N 5.080 2.459 1.770
N 2.781 2.357 1.512
H 5.213 2.547 0.781
H 5.881 2.451 2.372
H 1.874 2.270 1.925
H 2.854 2.445 0.517
C 5.491 -0.681 -5.322
O 5.900 -1.761 -5.714
N 6.061 0.501 -5.711
N 4.432 -0.576 -4.466
H 5.740 1.399 -5.406
H 6.839 0.449 -6.342
H 4.001 -1.436 -4.177
H 4.068 0.293 -4.123
*
```

The calculation puts the orbital gap at 8.683 eV. The calculation puts the highest occupied orbital energy at -8.91 eV. The total energy is -57432.4876 eV.



Entry 9:
Computed, not measured: a 11-piece molecular cluster, C7H32O10 overall, with ωB97M-V with the def2-TZVPD basis set.

Geometry as ORCA input:
```
! wB97M-V def2-TZVPD RIJCOSX def2/J DEFGRID3
* xyz 0 1
C -3.188 0.563 0.799
C -2.031 0.489 0.144
C -1.099 1.658 0.103
C -1.400 2.824 -0.453
C -0.444 3.977 -0.506
C -1.593 -0.756 -0.608
C -1.924 -2.093 0.047
H -3.888 -0.256 0.827
H -3.521 1.458 1.335
H -0.127 1.487 0.566
H -2.374 2.993 -0.904
H 0.017 4.076 -1.497
H -0.953 4.927 -0.328
H 0.378 3.878 0.213
H -0.525 -0.744 -0.803
H -2.024 -0.754 -1.598
H -1.508 -2.910 -0.528
H -2.994 -2.263 0.155
H -1.506 -2.164 1.027
O 1.376 -0.979 -3.091
H 1.237 -1.798 -2.513
H 0.508 -0.558 -3.193
O 2.966 -0.600 1.991
H 2.279 -0.465 2.705
H 3.522 0.220 2.050
O -3.354 1.518 -2.706
H -2.391 1.257 -2.763
H -3.686 1.149 -1.884
O 2.317 -3.060 0.917
H 2.737 -2.203 1.083
H 1.805 -3.243 1.727
O 1.594 0.844 -1.234
H 1.617 0.349 -0.389
H 1.783 0.204 -1.980
O 2.627 2.649 0.505
H 2.293 2.246 -0.312
H 3.566 2.800 0.382
O -0.599 0.947 -2.937
H 0.009 1.053 -2.165
H -0.405 1.691 -3.529
O 1.075 -3.255 3.347
H 1.007 -2.318 3.589
H 1.682 -3.628 4.034
O 0.884 -0.566 3.882
H 0.891 -0.084 4.723
H 0.048 -0.257 3.455
O 0.835 -3.169 -1.394
H 1.289 -3.162 -0.500
H 1.192 -3.971 -1.795
*
```

The calculation puts the orbital gap at 8.632 eV. The SMILES is C=C(/C=C/C)CC.O.O.O.O.O.O.O.O.O.O. The calculation puts the highest occupied orbital energy at -8.95 eV. The total energy is -28253.7599 eV.